This record from the Open Molecules 2025 dataset describes an isolated molecule of C5H9NO. The level of theory is ωB97M-V with the def2-TZVPD basis set.

net charge	0
LUMO energy	0.64	eV
SMILES	C[C@@H](O)[C@@H](C)C#N
relative energy (zero: lowest compared OMol25 entry of this formula, charge and spin)	23.9	kcal/mol
frontier orbital gap	11.45	eV
largest force on an atom	1.1	eV/Å

```
16
Properties=species:S:1:pos:R:3:forces:R:3
C -1.28237 -0.59883 -0.91362 0.01 0.02 -0.06
C -0.79268 -0.22795 0.47609 -0.08 0.23 -0.21
O -0.75571 -1.42981 1.23064 -0.07 -0.04 0.26
C 0.61265 0.44804 0.51418 0.02 -0.02 0.04
C 1.61189 -0.03315 -0.54600 0.03 -0.05 -0.06
C 0.47525 1.91155 0.45591 -0.14 0.97 -0.01
N 0.35506 3.06228 0.42826 0.10 -1.10 -0.02
H -1.24387 0.24690 -1.60746 0.01 -0.08 0.12
H -2.31596 -0.94958 -0.84254 0.15 0.08 -0.03
H -0.68026 -1.42051 -1.31406 -0.05 0.15 0.03
H -1.50377 0.47834 0.92633 0.11 -0.13 -0.03
H -1.10183 -1.24703 2.11143 0.15 -0.11 -0.10
H 1.02046 0.21466 1.50535 -0.06 0.07 -0.10
H 2.60087 0.39389 -0.35387 -0.16 -0.08 -0.01
H 1.30552 0.27449 -1.55052 0.01 -0.07 0.17
H 1.69475 -1.12329 -0.52013 -0.03 0.14 0.03
```
Forces are in eV/Å.


This record from the Open Molecules 2025 dataset describes an isolated molecule of C5H9NO. The level of theory is ωB97M-V with the def2-TZVPD basis set.

net charge	0
LUMO energy	0.58	eV
SMILES	C[C@H](C#N)CCO
relative energy (zero: lowest compared OMol25 entry of this formula, charge and spin)	30.3	kcal/mol
frontier orbital gap	11.44	eV
largest force on an atom	1.1	eV/Å

```
16
Properties=species:S:1:pos:R:3:forces:R:3
C 0.77195 -1.12348 -1.12609 -0.02 -0.06 -0.04
C 0.73742 0.17671 -0.31315 -0.01 0.03 -0.02
C 2.10141 0.63593 -0.00596 0.90 0.33 0.21
N 3.16834 1.01479 0.23413 -1.01 -0.40 -0.22
C -0.08787 0.03727 0.98336 0.05 -0.03 0.07
C -1.60309 0.32050 0.79278 0.01 -0.07 0.33
O -2.00343 0.47898 -0.55851 -0.03 0.23 -0.12
H -0.24713 -1.37996 -1.42838 0.15 0.03 0.05
H 1.18100 -1.94177 -0.52360 -0.05 0.14 -0.08
H 1.39090 -1.01625 -2.02177 -0.11 0.00 0.12
H 0.28409 0.95294 -0.93921 0.13 -0.06 0.09
H 0.05686 -0.97883 1.36840 -0.01 0.16 -0.06
H 0.31122 0.71285 1.74699 -0.08 -0.07 -0.13
H -1.88286 1.20730 1.37602 0.04 -0.14 -0.11
H -2.18747 -0.51556 1.18721 0.10 0.10 -0.05
H -1.99135 1.41860 -0.77222 -0.04 -0.19 -0.03
```
Forces are in eV/Å.


This record from the Open Molecules 2025 dataset describes an isolated molecule of C5H9NO. The level of theory is ωB97M-V with the def2-TZVPD basis set.

net charge	0
LUMO energy	0.84	eV
SMILES	CC(C)=C=NCO
relative energy (zero: lowest compared OMol25 entry of this formula, charge and spin)	55.6	kcal/mol
frontier orbital gap	9.38	eV
largest force on an atom	0.6	eV/Å

```
16
Properties=species:S:1:pos:R:3:forces:R:3
C -1.86130 -0.91623 0.52702 -0.08 -0.02 0.04
C -1.01833 0.04338 -0.27426 0.17 0.10 0.07
C -1.09635 0.02670 -1.78139 -0.02 0.03 -0.10
C -0.11817 0.78488 0.32499 0.27 -0.05 0.02
N 0.85627 1.31667 0.85970 -0.47 -0.23 -0.25
C 2.00012 0.37121 0.88186 -0.08 -0.37 -0.15
O 3.10863 0.85176 1.55999 0.15 0.26 -0.09
H -1.58796 -1.94814 0.27011 -0.07 0.14 0.04
H -1.70601 -0.77830 1.60123 -0.06 -0.04 -0.18
H -2.92836 -0.79723 0.31267 0.09 0.03 0.02
H -2.11638 0.20112 -2.13964 0.08 0.02 0.08
H -0.78053 -0.95061 -2.16889 -0.06 0.11 0.08
H -0.44468 0.78864 -2.21811 -0.12 -0.11 0.04
H 2.23958 0.12087 -0.16317 0.02 0.01 0.21
H 1.67197 -0.53393 1.40014 0.17 0.08 -0.03
H 3.54120 1.49921 0.99188 0.01 0.04 0.19
```
Forces are in eV/Å.


This record from the Open Molecules 2025 dataset describes an isolated molecule of C5H9NO. The level of theory is ωB97M-V with the def2-TZVPD basis set.

net charge	0
LUMO energy	0.82	eV
SMILES	COC[C@@H](C)C#N
relative energy (zero: lowest compared OMol25 entry of this formula, charge and spin)	67.2	kcal/mol
frontier orbital gap	11.35	eV
largest force on an atom	3.7	eV/Å

```
16
Properties=species:S:1:pos:R:3:forces:R:3
C 2.39145 0.34586 -0.09364 0.26 -1.21 -0.63
O 1.07510 0.73374 0.08990 -0.07 0.30 0.31
C 0.35713 -0.40620 0.37306 0.39 -1.14 -0.71
C -1.15520 -0.00405 0.34180 0.24 -0.39 -0.24
C -1.52853 0.75542 -0.93967 0.02 -0.06 -0.11
C -1.93606 -1.23433 0.48630 -0.59 -0.95 0.03
N -2.51903 -2.22636 0.59569 0.46 0.86 -0.09
H 2.90465 1.24563 -0.49430 0.07 -1.14 -0.28
H 2.23088 -0.73033 -0.70050 1.72 2.82 0.54
H 2.86436 0.03928 0.85481 -0.03 0.11 -0.17
H 0.62559 -0.83102 1.35642 -0.18 0.12 -0.12
H 0.93914 -1.23119 -0.42599 -3.02 1.30 1.66
H -1.44069 0.63973 1.20148 0.65 -0.40 -0.26
H -2.60584 0.94343 -0.99264 0.19 -0.10 0.06
H -1.00537 1.71452 -0.97395 -0.05 -0.22 0.05
H -1.22966 0.16366 -1.80727 -0.08 0.10 -0.02
```
Forces are in eV/Å.


This record from the Open Molecules 2025 dataset describes an isolated molecule of C5H9NO. The level of theory is ωB97M-V with the def2-TZVPD basis set.

net charge	0
LUMO energy	1.17	eV
SMILES	C/C=N/C[C@H]1CO1
relative energy (zero: lowest compared OMol25 entry of this formula, charge and spin)	70.8	kcal/mol
frontier orbital gap	10.56	eV
largest force on an atom	0.5	eV/Å

```
16
Properties=species:S:1:pos:R:3:forces:R:3
C 1.03822 -1.34266 1.97860 -0.01 -0.08 0.15
C -0.03516 -1.41450 0.94100 -0.04 0.21 -0.01
N -0.82278 -0.43244 0.81613 0.38 -0.28 0.02
C -1.27591 -0.14228 -0.52436 -0.14 0.10 -0.17
C -0.13527 0.73306 -1.02744 -0.02 -0.21 -0.15
C -0.27989 2.09121 -1.53958 -0.13 0.21 -0.34
O 0.15443 1.85526 -0.21468 0.06 0.19 0.17
H 1.97959 -1.49014 1.43366 -0.03 0.00 0.23
H 0.99217 -2.07952 2.78078 -0.05 -0.07 -0.05
H 1.02049 -0.32489 2.37774 0.07 -0.29 0.13
H 0.01883 -2.22120 0.18704 0.07 0.19 0.01
H -2.21729 0.41018 -0.51299 0.06 -0.04 0.03
H -1.36903 -1.02952 -1.17429 -0.02 0.11 0.10
H 0.75808 0.16750 -1.29780 -0.11 0.02 -0.05
H 0.47304 2.51166 -2.20314 -0.11 -0.08 -0.01
H -1.27765 2.51137 -1.62509 0.02 0.03 -0.04
```
Forces are in eV/Å.


This record from the Open Molecules 2025 dataset describes a 2-piece molecular cluster, C5H9NO overall. The level of theory is ωB97M-V with the def2-TZVPD basis set.

net charge	0
LUMO energy (spin up / spin down)	-0.42 / -0.42	eV
SMILES	CC1=C(N=O)CC1.[H][H]
relative energy (zero: lowest compared OMol25 entry of this formula, charge and spin)	119.6	kcal/mol
frontier orbital gap (spin up / spin down)	8.47 / 8.47	eV
largest force on an atom	0.4	eV/Å

```
16
Properties=species:S:1:pos:R:3:forces:R:3
C -1.46049 -0.94956 -0.66793 0.07 -0.06 -0.03
C -0.52905 0.10314 -0.18654 -0.02 -0.08 0.04
C 0.78212 0.27111 0.08741 -0.05 -0.01 0.02
N 1.89979 -0.58043 -0.00388 0.14 0.33 0.16
O 2.89702 -0.08023 0.48397 -0.24 -0.16 -0.19
C 0.65104 1.65714 0.65399 0.15 0.16 0.10
C -0.86667 1.48050 0.34491 -0.17 0.09 0.02
H -2.14956 -0.53744 -1.41513 0.15 -0.04 0.09
H -2.07975 -1.27385 0.17878 0.08 0.01 -0.13
H -0.95628 -1.82385 -1.08485 0.00 0.17 0.09
H 0.90158 1.73888 1.71495 -0.05 0.04 -0.13
H 1.16203 2.44692 0.09686 -0.09 -0.09 0.09
H -1.28726 2.17907 -0.38640 0.06 -0.11 0.08
H -1.51243 1.45705 1.22969 0.07 0.06 -0.11
H 1.03728 -3.16700 -0.89435 0.03 -0.21 0.04
H 1.51532 -2.83590 -0.43012 -0.12 -0.10 -0.14
```
Forces are in eV/Å.


This record from the Open Molecules 2025 dataset describes a 2-piece molecular cluster, C5H9NO overall. The level of theory is ωB97M-V with the def2-TZVPD basis set.

net charge	0
LUMO energy	0.91	eV
SMILES	[H]/N=C1/CC(=C)CO1.[H][H]
relative energy (zero: lowest compared OMol25 entry of this formula, charge and spin)	56.7	kcal/mol
frontier orbital gap	10.88	eV
largest force on an atom	0.4	eV/Å

```
16
Properties=species:S:1:pos:R:3:forces:R:3
H 0.40425 -3.37828 -1.09210 0.03 0.03 -0.09
N -0.00013 -2.52158 -1.47272 0.19 0.20 0.24
C 0.32874 -1.53704 -0.75934 -0.13 -0.15 -0.26
C -0.13811 -0.11056 -0.92822 -0.09 -0.01 -0.02
C -0.14097 0.31328 0.51233 -0.16 0.08 0.16
C -1.09758 0.94093 1.18209 0.10 -0.06 -0.06
C 1.06813 -0.37742 1.08571 -0.01 0.16 0.16
O 1.13217 -1.61112 0.34941 -0.02 -0.11 -0.06
H -1.09273 -0.03957 -1.44787 0.10 -0.06 0.11
H 0.61678 0.45396 -1.49559 -0.09 -0.10 0.08
H -1.98266 1.31786 0.67628 0.15 -0.03 0.06
H -1.04145 1.08416 2.25737 0.04 0.00 -0.12
H 0.98291 -0.60773 2.15006 -0.01 0.02 -0.14
H 1.99249 0.19022 0.90974 -0.14 -0.08 0.02
H -0.53963 2.78804 -0.62556 0.03 0.08 -0.10
H -0.49221 3.09485 -1.30159 0.00 0.02 0.01
```
Forces are in eV/Å.


This record from the Open Molecules 2025 dataset describes an isolated molecule of C5H9NO. The level of theory is ωB97M-V with the def2-TZVPD basis set.

net charge	0
LUMO energy	0.74	eV
SMILES	CC(C)=C=NCO
relative energy (zero: lowest compared OMol25 entry of this formula, charge and spin)	55.7	kcal/mol
frontier orbital gap	9.04	eV
largest force on an atom	0.6	eV/Å

```
16
Properties=species:S:1:pos:R:3:forces:R:3
C -0.41890 -1.47787 -1.30748 0.01 -0.10 -0.09
C 0.27811 -0.21249 -0.89516 0.10 0.00 0.14
C 0.11796 1.02873 -1.72622 0.05 0.07 -0.13
C 0.95394 -0.17115 0.21703 -0.06 0.06 0.26
N 1.42179 -0.08009 1.35409 -0.37 0.00 -0.47
C 0.42089 0.30377 2.34031 0.21 0.04 0.48
O -0.84881 0.48055 1.75755 -0.43 0.12 0.17
H -1.48970 -1.28785 -1.46125 0.20 0.00 -0.01
H -0.32314 -2.25766 -0.54553 0.03 0.12 -0.18
H 0.00507 -1.84405 -2.24738 -0.15 -0.11 0.02
H 0.59001 0.88410 -2.70266 -0.09 0.15 -0.03
H 0.56643 1.90092 -1.24036 -0.03 -0.18 -0.12
H -0.94719 1.24444 -1.88536 0.18 -0.09 0.01
H 0.38260 -0.49172 3.09334 0.12 0.11 0.02
H 0.75923 1.24079 2.79655 0.07 -0.13 0.07
H -1.46830 0.73959 2.45252 0.17 -0.06 -0.15
```
Forces are in eV/Å.